{
  "formula": "C2H7N3O2",
  "method": "the ωB97M-V functional and the def2-TZVPD basis",
  "elements": ["O", "O", "N", "N", "N", "C", "C", "H", "H", "H", "H", "H", "H", "H"],
  "coordinates": [[-1.08321, 2.28840, -2.29992], [1.02859, 2.13172, -1.45637], [0.46902, -0.52984, -0.21621], [-1.87313, -0.37005, -0.59496], [1.50520, 0.00606, 0.59985], [-0.25277, 1.84770, -1.57131], [-0.69746, 0.27243, -0.14780], [2.34963, -0.53304, 0.43440], [1.44142, 1.56641, -0.77332], [-2.62897, 0.30413, -0.67280], [-0.83467, 0.83608, 0.77538], [-1.72314, -0.78367, -1.51144], [0.24041, -1.50996, -0.01781], [1.27816, -0.05140, 1.59895]],
  "charge": 0,
  "lumo_ev": 0.72,
  "relative_energy_ev": 3.520,
  "homo_energy_ev": -7.56
}


{
  "formula": "C2H7N3O2",
  "method": "the ωB97M-V functional and the def2-TZVPD basis",
  "elements": ["O", "O", "N", "N", "N", "C", "C", "H", "H", "H", "H", "H", "H", "H"],
  "coordinates": [[0.30124, -0.53153, -1.63961], [0.96741, -0.46380, 1.41577], [1.61482, -0.78890, 0.18458], [-1.36511, -0.28419, 0.93560], [0.31125, 1.16427, -0.01259], [1.09747, 0.19289, -0.73356], [-0.17036, 0.42777, 1.14927], [1.22287, -1.71921, -0.26739], [-0.57642, 1.26985, -0.56867], [2.03806, 0.78882, -1.05587], [-1.75988, -0.86884, 1.66060], [-0.16704, 1.09867, 2.04183], [0.28829, 0.09966, -2.35004], [-1.14401, -0.94835, 0.22817]],
  "smiles": "N[C@@H]1N[C@H](O)NO1",
  "charge": 0,
  "lumo_ev": 0.72,
  "relative_energy_ev": 3.902,
  "homo_energy_ev": -8.97
}